Computed, not measured: a structure of composition C57H58Cr2N11O4 in a non-equilibrium geometry, with the ωB97M-V functional and the def2-TZVPD basis.

Positions of all 132 atoms, in Å:
Cr  20.20572  -26.36160  28.21578
Cr  17.68808  -28.32712  25.06655
C  20.87105  -22.99749  27.06324
O  20.83364  -24.39562  27.43614
H  20.74874  -22.79512  25.99920
H  20.07101  -22.47844  27.59108
H  21.79880  -22.47529  27.29711
C  18.68851  -28.29950  27.49650
O  18.09403  -29.28601  26.98400
O  18.86999  -27.33231  26.78644
O  19.41618  -28.29084  28.49099
N  19.93496  -21.28638  33.06535
C  19.46092  -22.03384  32.05951
C  19.52861  -21.64499  30.69574
C  20.25615  -20.47993  30.41036
C  20.77043  -19.73698  31.46192
C  20.59040  -20.14387  32.78910
H  18.98841  -22.94475  32.39622
H  18.99633  -22.27452  29.99804
H  20.46194  -20.22656  29.38087
H  21.18832  -18.74244  31.41032
H  20.73835  -19.44602  33.59997
N  21.28221  -26.29563  30.08887
C  21.52370  -25.10481  30.69567
C  21.78907  -24.89446  32.08652
C  21.79886  -25.97700  32.88482
C  21.44705  -27.21206  32.35318
C  21.33884  -27.33144  30.99393
H  21.54335  -24.27058  30.01005
H  21.76115  -23.84564  32.34263
H  21.86600  -25.92029  33.96124
H  21.16958  -28.09944  32.90269
H  21.08198  -28.28005  30.54610
N  22.27006  -27.31000  27.32751
C  23.45854  -26.60823  27.30931
C  24.62222  -27.17905  26.81485
C  24.68210  -28.49074  26.51209
C  23.53738  -29.28054  26.57762
C  22.38075  -28.65371  26.96084
H  23.46705  -25.53313  27.41179
H  25.48241  -26.53628  26.69946
H  25.62093  -28.82450  26.09544
H  23.47671  -30.24109  26.08767
H  21.42288  -29.11005  26.75924
N  15.79505  -27.43985  25.81599
C  14.83573  -26.94807  24.98017
C  13.61974  -26.41552  25.34547
C  13.34078  -26.41232  26.70706
C  14.22896  -27.01215  27.58683
C  15.45503  -27.42568  27.12019
H  15.09461  -26.88709  23.93343
H  12.99387  -26.03172  24.55339
H  12.39331  -26.07149  27.09761
H  14.02369  -27.12192  28.64145
H  16.02168  -27.84810  27.93681
N  18.43918  -25.40199  29.15995
C  17.77886  -25.99130  30.25847
C  16.46782  -25.68330  30.55932
C  15.77745  -24.71617  29.84290
C  16.44367  -23.95822  28.87701
C  17.70682  -24.41440  28.54771
H  18.19568  -26.81433  30.81995
H  16.07263  -26.41151  31.25210
H  14.76393  -24.40126  30.04288
H  15.98053  -23.15292  28.32621
H  18.27845  -24.01727  27.72193
N  14.81297  -22.87915  25.21228
C  14.92755  -21.63468  25.84564
C  16.18364  -21.04123  26.25833
C  17.30226  -21.84189  26.05084
C  17.23081  -23.15156  25.51064
C  15.96251  -23.51349  24.98978
H  14.00149  -21.11192  26.03418
H  16.16885  -20.10248  26.79210
H  18.23013  -21.51971  26.49990
H  18.10247  -23.77539  25.37855
H  15.92065  -24.47576  24.50123
N  19.50329  -29.53818  24.43789
C  20.48298  -29.03320  23.54048
C  21.61443  -29.70110  23.23858
C  21.86093  -31.00964  23.64006
C  20.88349  -31.62792  24.36573
C  19.82352  -30.84519  24.87351
H  20.21641  -28.07192  23.12663
H  22.45994  -29.25523  22.73587
H  22.68942  -31.52682  23.17903
H  21.09818  -32.62700  24.71522
H  19.22777  -31.23733  25.68450
N  20.34881  -33.73016  27.16047
C  20.09032  -32.57602  27.86723
C  21.02507  -31.93305  28.65875
C  22.30402  -32.45784  28.60981
C  22.60496  -33.50907  27.78655
C  21.54823  -34.20546  27.23833
H  19.10166  -32.16821  27.71674
H  20.84540  -31.04477  29.24618
H  23.02446  -31.86333  29.15196
H  23.60162  -33.89542  27.63226
H  21.75784  -35.06836  26.62361
N  25.21685  -24.39047  29.17630
C  25.40652  -24.49584  30.56791
C  25.00640  -23.50002  31.47706
C  24.17807  -22.45718  30.96001
C  23.81505  -22.39925  29.62268
C  24.29089  -23.49000  28.76281
H  25.93261  -25.38541  30.88143
H  25.19782  -23.55077  32.53875
H  23.74464  -21.67294  31.56292
H  23.14099  -21.69124  29.16357
H  24.12250  -23.42222  27.69818
N  22.39779  -26.07491  21.67084
C  21.30911  -25.72711  22.33778
C  21.36855  -25.26782  23.65919
C  22.68529  -25.07532  24.18246
C  23.82602  -25.28988  23.46656
C  23.63542  -25.74323  22.14630
H  20.38489  -26.02830  21.86713
H  20.60665  -25.06205  24.39646
H  22.83077  -24.74332  25.19981
H  24.76107  -25.17147  23.99388
H  24.46556  -25.93992  21.48405
N  17.03383  -28.93846  32.59934
C  18.09150  -29.31387  31.81994
C  17.93991  -29.95010  30.55519
C  16.66378  -30.02376  30.08795
C  15.51163  -29.66023  30.82566
C  15.77136  -29.14310  32.08527
H  19.10023  -29.09309  32.13635
H  18.74644  -30.29539  29.92535
H  16.55539  -30.47878  29.11450
H  14.50304  -29.85833  30.49414
H  14.93487  -29.01223  32.75576

The HOMO-LUMO gap (spin up / spin down) is 4.574 / 8.323 eV. Its expectation value of S² is 20.086. The calculation puts the highest occupied orbital energy (spin up / spin down) at -8.03 / -11.10 eV. As for the total energy: -141465.2336 eV. As for the net charge: +1. The spin multiplicity is 9.

These are the Löwdin partial charges, in e, on atoms 1 to 4: 0.999 0.580 -0.226 -0.436